The following is a quantum chemistry calculation of the molecule C4H6O2, from OMol25.

The SMILES is CO/C=C1\CO1. The net charge is 0. Its LUMO energy is 0.03405 hartree. The calculation puts the HOMO energy at -8.43 eV. For the energy above the lowest of the compared OMol25 structures with the same formula, charge and spin, the calculation gives 324.58 kJ/mol. The HOMO-LUMO gap is 9.36 eV.

Each line ends with the Mulliken charge.
Cartesian coordinates (Å):
C: -0.44029 -1.61850 -0.67019  -0.637
O: 0.93222 -1.36042 -0.45522  -0.369
C: 1.22207 -0.29707 0.35175  -0.256
C: 0.48551 0.78252 0.52978  0.291
C: -0.51238 1.78029 0.27358  -0.137
O: 0.58958 1.96270 1.20911  -0.463
H: -0.89333 -2.06388 0.22749  0.299
H: -1.00400 -0.71493 -0.94134  0.247
H: -0.49543 -2.32636 -1.50042  0.222
H: 2.18264 -0.38410 0.84302  0.359
H: -0.41983 2.38065 -0.63191  0.211
H: -1.50132 1.74960 0.72839  0.233

Forces on the atoms, in the same order (eV/Å):
-0.310 -0.045 -0.141
0.023 0.041 0.020
0.023 0.209 0.141
0.018 -0.205 -0.203
-0.190 0.109 -0.086
0.146 0.109 0.056
0.082 0.128 -0.142
0.177 -0.178 0.007
-0.017 0.078 0.168
-0.062 -0.047 0.050
-0.078 -0.094 0.157
0.189 -0.104 -0.027